A cluster of 6 separate species, C36H61BrF3IN3O25P3S in total in a non-equilibrium geometry, computed with wB97M-V/def2-TZVPD.

Results
Lowest unoccupied orbital energy   -1.8 eV
Maximum force   11.95 eV/A
Multiplicity   1
Net charge   0
Energy   -218954.450 eV
Relative energy (zero: lowest compared OMol25 entry of this formula, charge and spin)   2045.7 kJ/mol
Kohn-Sham gap   6.036 eV

Geometry as XYZ:
```
134
Properties=species:S:1:pos:R:3:forces:R:3:lowdin_charge:R:1
C 0.336732 1.563675 2.864715 1.401 -0.360 -1.372 -0.052
C 0.620453 2.328479 1.402494 -0.469 0.733 1.701 -0.346
O 1.135270 3.681666 1.799818 -1.272 -0.606 -1.187 -0.155
C -0.748563 2.439809 0.516509 -0.306 -0.646 1.037 -0.119
C -0.747359 1.613102 -0.939609 -0.439 0.403 1.706 -0.204
C -2.316503 1.758625 -1.438978 0.374 -0.216 -2.753 -0.133
O -3.365094 1.547536 -0.457492 -0.857 2.878 0.601 -0.197
C -4.107242 2.755262 -0.094245 -1.888 3.456 2.738 -0.160
C -5.031449 3.694849 -1.064802 0.225 0.436 1.944 -0.015
C -5.873046 5.035783 -0.601306 2.678 -2.646 3.673 -0.055
C -5.807240 5.434271 1.013054 1.842 -3.085 -2.018 -0.066
C -4.891433 4.511014 2.059279 -0.207 -1.182 -3.797 -0.052
C -4.050366 3.197893 1.517106 -2.395 2.338 -2.083 0.005
C -0.305768 0.026845 -0.635985 0.506 0.675 2.672 -0.222
C -1.363732 -0.758228 0.392188 0.331 -0.354 0.588 -0.109
C -0.737936 -2.239712 0.861541 -1.991 0.164 -0.408 -0.159
O 0.122823 -2.126944 2.054698 -1.632 -0.567 0.342 -0.197
C -0.656348 -2.131817 3.303556 -0.146 0.840 0.769 -0.074
C 0.319929 -2.489147 4.613708 1.749 -0.821 -0.507 -0.170
F 1.669227 -2.834777 4.078508 -4.229 1.009 2.077 0.001
F 0.486335 -1.345273 5.544531 -0.618 -4.107 -2.757 0.013
F -0.163544 -3.730215 5.327076 1.630 4.421 -1.929 -0.008
N 0.024391 -0.769178 -1.876978 1.886 3.185 -4.325 -0.159
P -1.293427 -1.724154 -2.531096 -2.402 -1.783 -0.712 0.940
C -0.501832 -3.470822 -2.885601 0.531 0.542 -1.246 -0.264
O -1.865714 -1.212285 -4.091060 -0.146 -1.049 2.032 -0.340
C 0.873067 -0.031216 -2.868223 -0.724 -1.215 0.314 -0.153
N 1.103778 -0.475830 -4.176751 -0.692 -0.666 2.615 -0.106
P 2.024186 0.460133 -5.409888 -0.703 3.269 -1.040 0.570
O 0.998137 0.625533 -6.814903 2.335 -3.255 1.017 -0.382
I 4.025139 -0.845188 -6.050702 -0.874 -0.344 0.027 0.405
N 1.434478 1.318763 -2.367520 -2.239 -1.548 -0.701 -0.191
S 2.931835 1.221272 -1.709328 8.900 -7.740 -1.947 0.759
C 3.722010 2.435811 -0.574718 1.324 2.777 1.277 -0.167
O 3.101944 -0.184499 -0.995206 -2.210 4.715 -1.280 -0.401
O 3.997340 1.096184 -2.881231 -4.334 1.687 3.372 -0.442
C 0.345680 2.255708 -2.038381 -3.126 0.585 -2.076 -0.409
C -0.311079 2.570766 -3.546656 -2.849 1.120 -8.755 -0.432
O 0.078835 3.647235 -4.295154 -0.502 -4.271 5.517 -0.184
O -1.221464 1.738919 -4.338052 4.461 2.386 5.912 -0.209
P 0.911317 4.051557 -1.509696 2.402 1.086 -0.169 0.737
O 2.282941 4.571222 -2.516485 -3.238 0.030 0.599 -0.375
Br -0.849385 5.539857 -1.755845 0.754 -1.058 -0.360 0.309
H 0.512089 0.411193 2.629086 -0.681 2.272 0.741 0.073
H -0.724324 1.796658 3.300054 2.125 -0.401 -0.772 0.090
H 1.229937 1.896678 3.562388 -2.110 -0.627 -1.238 0.103
H 1.503278 1.743629 0.924268 -1.616 1.051 0.493 0.109
H 0.599794 4.403140 1.357345 0.868 -1.459 0.528 0.072
H -1.156359 3.556251 0.385891 1.220 -2.351 0.078 0.100
H -1.555195 1.975393 1.270433 1.567 0.818 -2.259 0.091
H -2.467328 0.890859 -2.246088 0.252 2.267 1.458 0.125
H -2.521644 2.837229 -1.909366 0.885 -2.517 0.713 0.137
H -5.110671 3.396722 -2.209431 0.304 0.655 2.659 0.101
H -6.487705 5.665375 -1.401578 1.527 -1.620 2.024 0.094
H -6.433403 6.374480 1.352977 1.577 -2.221 -0.540 0.077
H -4.845431 4.764579 3.223806 -0.123 -0.533 -2.980 0.092
H -3.443606 2.572503 2.322656 -1.442 1.413 -2.057 0.089
H 0.712006 -0.033190 -0.009742 -2.064 0.539 -1.490 0.150
H -1.482332 -0.182452 1.431764 0.511 -0.863 -2.577 0.114
H -2.445651 -0.852890 -0.040108 2.233 0.066 0.715 0.098
H -0.216281 -2.796165 -0.040811 -0.561 1.241 2.237 0.117
H -1.674977 -2.881560 1.161061 1.735 1.039 -0.666 0.128
H -1.063476 -1.023717 3.474176 0.704 -2.521 -0.051 0.138
H -1.523597 -2.925965 3.338830 1.737 1.543 -0.274 0.152
H -0.265721 -3.487148 -4.047225 -0.138 -0.231 2.379 0.052
H 0.456971 -3.571203 -2.222400 -1.800 -0.079 -1.397 0.056
H -1.293380 -4.316903 -2.702508 1.527 1.860 -0.114 0.060
H -2.877417 -1.217701 -4.007319 2.148 0.287 -0.063 0.083
H 0.717731 -1.397425 -4.544401 0.093 1.450 1.408 0.118
H 1.225357 -0.138074 -7.455249 -0.692 1.540 1.214 0.030
H 3.044790 3.055724 0.140157 0.835 -1.313 -1.322 0.051
H 4.347501 3.218889 -1.216351 -1.759 -1.870 0.951 0.108
H 4.537795 1.856821 0.077043 -2.253 0.550 -1.738 0.128
H 1.958963 5.207165 -3.220012 0.314 -1.368 0.659 0.065
C -6.289392 0.116039 -1.487558 -0.012 0.664 0.272 -0.047
O -6.218414 -1.237612 -1.931101 -0.009 -1.091 0.624 -0.013
C -6.288273 -2.156047 -0.934526 -0.061 0.307 0.428 -0.561
O -6.402075 -1.914146 0.256996 0.201 -0.413 -1.723 0.109
O -6.209426 -3.390082 -1.493241 -0.007 0.935 0.225 -0.016
C -6.270371 -4.463470 -0.556124 -0.042 -0.399 0.298 -0.054
H -6.224181 0.763467 -2.366331 0.015 -0.374 0.004 0.094
H -7.244294 0.309087 -0.987971 0.238 -0.084 0.032 0.105
H -5.449989 0.349736 -0.824710 -0.274 -0.091 -0.041 0.076
H -7.224391 -4.453652 -0.019247 0.258 0.099 0.022 0.100
H -5.430148 -4.412931 0.143908 -0.248 0.090 -0.013 0.095
H -6.198493 -5.402163 -1.112300 0.000 0.357 -0.141 0.094
C 3.636625 -2.631163 6.176166 -0.418 -0.112 -0.294 -0.050
O 4.742927 -1.991212 6.809173 1.135 0.257 -0.462 0.000
C 5.820095 -1.812111 6.003446 -0.151 -0.156 -0.277 -0.554
O 5.902346 -2.145190 4.831488 -0.077 0.433 1.605 0.105
O 6.789823 -1.198447 6.727509 -0.833 -0.452 -0.419 -0.010
C 7.991444 -0.944383 6.002510 0.439 0.100 -0.232 -0.054
H 2.832917 -2.722705 6.911918 0.335 0.147 0.051 0.101
H 3.269627 -2.028895 5.338741 0.318 -0.226 0.220 0.081
H 3.912186 -3.636131 5.840484 -0.015 0.293 -0.021 0.078
H 7.798734 -0.274735 5.158160 0.005 -0.262 0.055 0.098
H 8.441179 -1.881920 5.659968 -0.173 0.187 -0.083 0.098
H 8.696061 -0.451770 6.678151 -0.361 -0.121 0.079 0.094
C -3.849863 9.600336 3.343662 -0.424 0.044 -0.295 -0.052
O -2.660614 9.580156 4.130695 0.667 -0.830 0.067 -0.010
C -1.959527 8.420823 4.053309 -0.072 -0.364 -0.234 -0.560
O -2.262769 7.442345 3.388617 0.411 1.387 0.966 0.099
O -0.862829 8.538695 4.843614 -0.945 0.111 -0.578 -0.010
C -0.024898 7.384721 4.860412 0.342 -0.425 0.020 -0.050
H -4.329672 10.573229 3.481213 0.331 -0.130 0.164 0.094
H -3.612100 9.480952 2.281631 -0.058 -0.155 0.217 0.099
H -4.545873 8.823202 3.675643 0.199 0.029 -0.167 0.096
H 0.365842 7.176634 3.859158 -0.207 -0.064 0.158 0.097
H -0.567949 6.519019 5.253132 0.053 0.121 -0.234 0.098
H 0.820038 7.590215 5.523359 -0.300 0.233 -0.093 0.095
C 4.855795 -5.446898 3.935758 0.017 0.582 0.108 -0.054
O 4.926773 -6.800549 3.492215 -0.063 -1.021 0.692 -0.007
C 4.856914 -7.718985 4.488790 -0.034 0.248 0.382 -0.559
O 4.743111 -7.477083 5.680312 0.155 -0.381 -1.700 0.107
O 4.935761 -8.953019 3.930075 -0.049 0.963 0.249 -0.012
C 4.874816 -10.026408 4.867192 -0.015 -0.392 0.310 -0.055
H 4.921006 -4.799471 3.056985 0.015 -0.353 0.062 0.103
H 3.900892 -5.253851 4.435345 0.227 -0.128 -0.002 0.083
H 5.695197 -5.213201 4.598606 -0.252 -0.061 -0.016 0.098
H 3.920795 -10.016589 5.404069 0.249 0.101 0.024 0.098
H 5.715038 -9.975869 5.567224 -0.255 0.088 -0.024 0.098
H 4.946694 -10.965100 4.311016 0.006 0.360 -0.143 0.093
C 1.375733 -5.328466 -10.120089 -0.019 -0.522 -0.224 -0.051
O 1.457128 -4.044454 -9.504599 -0.368 0.968 -0.391 -0.014
C 0.931269 -3.036072 -10.245008 -0.230 -0.218 -0.566 -0.557
O 0.418652 -3.147912 -11.347689 0.796 0.213 1.723 0.114
O 1.074697 -1.881829 -9.546170 0.011 -0.946 -0.250 -0.029
C 0.562046 -0.727383 -10.208372 -0.238 0.495 -0.329 -0.042
H 1.825299 -6.057948 -9.440822 -0.035 0.388 0.052 0.094
H 0.331240 -5.611329 -10.286571 0.205 0.135 -0.124 0.099
H 1.936495 -5.342282 -11.060266 -0.249 0.057 0.101 0.100
H -0.514900 -0.826133 -10.378448 0.246 -0.040 -0.096 0.106
H 1.090345 -0.557177 -11.152037 -0.206 -0.124 0.122 0.104
H 0.729866 0.136738 -9.559703 0.061 -0.292 0.011 0.082
```
Forces are in eV/Å.